This record from the OMol25 dataset describes a cluster of 12 separate species, C37H103N5O17 in total. The level of theory is ωB97M-V/def2-TZVPD.

Structure (XYZ):
```
162
Properties=species:S:1:pos:R:3
C -2.879 -5.997 -5.517
O -1.742 -6.572 -6.226
H -3.580 -6.830 -5.471
H -2.548 -5.660 -4.534
H -3.318 -5.190 -6.104
H -1.007 -6.000 -5.992
C -2.427 -0.763 7.764
O -2.207 0.532 7.235
H -2.026 -0.777 8.777
H -3.459 -1.103 7.678
H -1.822 -1.445 7.166
H -2.808 1.109 7.713
C 9.475 0.490 -10.084
O 9.755 1.339 -11.159
H 8.585 -0.077 -10.358
H 10.335 -0.177 -10.019
H 9.378 1.102 -9.187
H 10.609 1.727 -10.958
C 9.259 -4.056 -2.194
O 9.585 -2.995 -3.055
H 8.589 -4.822 -2.584
H 10.088 -4.758 -2.091
H 9.004 -3.663 -1.210
H 10.191 -2.412 -2.593
C -8.882 1.546 4.243
O -7.918 1.474 3.237
H -8.418 1.221 5.174
H -9.179 2.580 4.416
H -9.801 1.049 3.932
H -7.214 2.127 3.246
C -2.253 3.061 -10.518
O -1.785 2.887 -11.884
H -1.854 2.280 -9.870
H -2.008 4.030 -10.081
H -3.342 3.077 -10.550
H -0.851 3.103 -11.937
C -1.049 -3.528 -11.074
O -1.430 -4.911 -10.973
H -1.818 -2.798 -11.326
H -0.866 -3.122 -10.079
H -0.230 -3.337 -11.767
H -1.280 -5.233 -10.081
C 3.066 11.399 -7.896
O 2.274 11.368 -6.721
C 1.012 11.919 -6.935
C 0.320 12.551 -5.711
N 0.978 13.786 -5.187
C 0.190 14.277 -4.080
C 0.145 13.406 -2.777
O 0.247 14.268 -1.605
C -0.958 14.872 -1.278
H 3.925 10.731 -7.835
H 3.433 12.359 -8.260
H 2.433 11.013 -8.695
H 0.423 11.029 -7.159
H 0.951 12.661 -7.731
H 0.382 11.766 -4.957
H -0.734 12.754 -5.897
H 1.926 13.528 -4.954
H -0.789 14.573 -4.458
H 0.611 15.265 -3.890
H 1.037 12.781 -2.722
H -0.673 12.692 -2.875
H -1.780 14.157 -1.236
H -1.191 15.591 -2.063
H -0.828 15.400 -0.334
C -4.199 7.106 -4.099
O -3.526 6.569 -2.988
C -3.891 5.205 -2.561
C -2.930 4.475 -1.640
N -3.053 5.160 -0.341
C -2.259 4.671 0.802
C -0.745 4.892 0.528
O -0.487 6.306 0.409
C 0.754 6.911 0.351
H -3.668 6.548 -4.871
H -3.974 8.161 -4.255
H -5.280 6.967 -4.102
H -3.900 4.765 -3.559
H -4.886 5.107 -2.127
H -1.928 4.568 -2.060
H -3.056 3.392 -1.640
H -2.766 6.113 -0.512
H -2.365 3.593 0.927
H -2.502 5.140 1.756
H -0.369 4.498 -0.417
H -0.202 4.500 1.388
H 1.277 6.916 -0.605
H 1.454 6.707 1.161
H 0.549 7.979 0.427
C -7.977 -6.944 5.448
O -7.210 -8.100 5.794
C -7.414 -9.188 4.893
C -7.086 -10.527 5.469
N -8.234 -11.280 5.984
C -7.839 -12.549 6.578
C -8.162 -12.441 8.066
O -7.306 -11.509 8.686
C -6.121 -12.062 9.171
H -9.041 -7.182 5.458
H -7.536 -6.439 4.589
H -7.866 -6.163 6.201
H -6.899 -9.134 3.934
H -8.452 -9.194 4.560
H -6.332 -10.287 6.219
H -6.531 -11.138 4.757
H -8.532 -10.764 6.799
H -6.782 -12.812 6.534
H -8.270 -13.398 6.049
H -8.170 -13.438 8.507
H -9.088 -11.905 8.269
H -5.510 -12.436 8.350
H -6.185 -12.923 9.837
H -5.521 -11.390 9.784
C 2.143 2.029 -4.986
O 2.132 0.627 -5.214
C 3.283 0.022 -4.663
C 3.050 -1.470 -4.947
N 1.962 -1.977 -4.036
C 2.431 -2.371 -2.694
C 1.415 -2.797 -1.626
O 0.421 -1.734 -1.417
C -0.459 -2.119 -0.351
H 2.816 2.503 -5.701
H 2.519 2.332 -4.008
H 1.190 2.499 -5.229
H 3.398 0.294 -3.614
H 4.186 0.257 -5.227
H 3.977 -2.015 -4.771
H 2.723 -1.587 -5.980
H 1.344 -1.206 -3.830
H 2.938 -1.454 -2.393
H 3.226 -3.104 -2.830
H 1.993 -2.825 -0.702
H 1.081 -3.799 -1.893
H 0.187 -1.874 0.493
H -0.747 -3.167 -0.276
H -1.297 -1.427 -0.262
C 6.048 -7.393 13.246
O 6.623 -6.408 12.373
C 7.093 -7.022 11.174
C 7.444 -5.835 10.245
N 6.304 -5.349 9.399
C 6.856 -4.413 8.436
C 5.787 -3.782 7.565
O 6.395 -2.782 6.751
C 5.493 -2.064 6.008
H 5.036 -7.732 13.024
H 6.123 -6.939 14.234
H 6.639 -8.308 13.277
H 6.279 -7.654 10.819
H 7.974 -7.630 11.383
H 8.262 -6.094 9.573
H 7.757 -5.069 10.954
H 5.683 -4.815 9.989
H 7.570 -4.867 7.749
H 7.358 -3.653 9.035
H 5.198 -3.217 8.288
H 5.148 -4.604 7.242
H 6.013 -1.380 5.337
H 4.935 -1.555 6.794
H 4.836 -2.775 5.508
```

Values from the calculation:
Charge = 0
2S+1 = 1
Structure (SMILES) = COCCNCCOC.COCCNCCOC.COCCNCCOC.COCCNCCOC.COCCNCCOC.CO.CO.CO.CO.CO.CO.CO
Frontier orbital gap = 8.873 eV
Energy = -82280.967 eV